This record from OMol25 describes C33H40BBrF5N7PtS3Se as an isolated structure. The level of theory is ωB97M-V/def2-TZVPD.

CARTESIAN COORDINATES (ANGSTROEM)
Pt: 0.60175 0.57972 -0.64302
C: -1.74957 2.12026 5.95172
C: -1.50543 2.15433 4.44098
C: -0.25617 2.99979 4.19508
C: -2.72268 2.72981 3.72160
N: -1.33072 0.73004 3.96031
C: -1.79184 -0.35762 4.68724
C: -1.52717 -1.46570 3.97902
N: -0.91331 -1.07880 2.79651
B: -0.56383 -2.13051 1.73078
N: -1.41364 -1.78130 0.43826
C: -2.77804 -1.77213 0.55692
C: -3.30627 -1.95447 -0.67854
N: -2.26535 -2.06051 -1.56930
C: -1.12061 -1.92598 -0.85910
S: 0.49912 -1.65084 -1.41749
C: -2.52493 -2.40522 -3.02557
C: -3.32911 -3.70561 -3.02532
C: -1.24184 -2.62224 -3.81199
C: -3.31801 -1.25707 -3.64442
N: 0.94925 -2.48280 1.56739
C: 1.29669 -3.75640 1.99451
C: 2.61108 -3.93943 1.78971
N: 3.09994 -2.78896 1.20758
C: 2.07929 -1.91276 1.09692
S: 2.37269 -0.29110 0.55030
C: 4.53462 -2.63688 0.73618
C: 4.54138 -2.44294 -0.77918
C: 5.20269 -1.48892 1.48938
C: 5.28874 -3.92347 1.06430
C: -0.81777 0.26084 2.79623
S: -0.21892 1.31623 1.57296
H: -1.69110 3.13932 6.32766
H: -0.99195 1.53114 6.46886
H: -2.73986 1.74424 6.20827
H: -0.38997 3.93881 4.73102
H: -0.09605 3.24186 3.15035
H: 0.63661 2.51365 4.59064
H: -2.94613 3.72141 4.11476
H: -3.59727 2.09656 3.87616
H: -2.53377 2.81889 2.65047
H: -2.25840 -0.25461 5.64624
H: -1.71663 -2.49991 4.19977
H: -1.04707 -3.15102 2.12106
H: -3.26912 -1.67280 1.50920
H: -4.33226 -2.05077 -0.98206
H: -2.76693 -4.50815 -2.54734
H: -3.52616 -3.99583 -4.05640
H: -4.29148 -3.60553 -2.52551
H: -0.61881 -3.40469 -3.37615
H: -0.65480 -1.71503 -3.92501
H: -1.53219 -2.95571 -4.80801
H: -4.26601 -1.08721 -3.13225
H: -2.73236 -0.33625 -3.63963
H: -3.54421 -1.50013 -4.68187
H: 0.56723 -4.42883 2.40363
H: 3.22757 -4.78820 2.00819
H: 4.06566 -1.51674 -1.09003
H: 4.04898 -3.28330 -1.27121
H: 5.57671 -2.41629 -1.11818
H: 4.78190 -0.51567 1.24657
H: 6.25686 -1.46156 1.21490
H: 5.13733 -1.64463 2.56681
H: 4.86796 -4.79168 0.55703
H: 5.34008 -4.10995 2.13734
H: 6.30945 -3.80338 0.70610
C: -4.39055 2.33048 -2.51456
C: -3.03293 2.69802 -1.99356
C: -2.63310 4.02465 -1.83707
C: -1.36749 4.33274 -1.36717
C: -0.52390 3.28328 -1.07489
Br: 1.21715 3.57329 -0.35318
N: -0.87715 2.01082 -1.23607
C: -2.10702 1.72113 -1.67035
H: -5.14576 3.03522 -2.17101
H: -4.68157 1.33259 -2.18840
H: -4.39604 2.34537 -3.60582
H: -3.32128 4.82618 -2.07540
H: -1.04453 5.35396 -1.22802
H: -2.34256 0.66908 -1.75866
F: 4.70461 5.39180 -3.44962
C: 3.92749 4.33081 -3.36228
C: 2.62473 4.38493 -3.83637
F: 2.15623 5.50658 -4.36576
C: 1.81809 3.26867 -3.72471
F: 0.55258 3.36227 -4.14050
C: 2.28108 2.08379 -3.16424
Se: 1.18394 0.53349 -3.08738
C: 3.59244 2.05580 -2.70112
F: 4.08053 0.95483 -2.12955
C: 4.41331 3.16331 -2.78749
F: 5.65589 3.11953 -2.32809

Computed properties:
- HOMO energy (eV) = -13.1
- strongest force on any atom (eV Å⁻¹) = 0.8
- total charge = +2
- Kohn-Sham gap (eV) = 5.72
- relative energy (zero: lowest compared OMol25 entry of this formula, charge and spin) (kcal/mol) = 0.0

Löwdin atomic charge list, values in e, 5 entries:
1 Pt 0.4487
2 C -0.0403
3 C -0.5328
4 C -0.0582
5 C -0.0213